No. 1
{"formula": "C6H9IN2", "method": "ωB97M-V/def2-TZVPD", "homo_lumo_gap_ev": [7.81, 6.83], "homo_energy_ev": [-7.733, -6.937], "total_charge": 0, "species": ["C", "I", "C", "H", "C", "H", "H", "H", "N", "N", "H", "H", "C", "H", "C", "H", "H", "C"], "xyz": [[0.110534, 2.456981, 0.281627], [3.065865, -0.101664, -0.233801], [1.543350, -0.680276, 1.086287], [0.398601, -2.470147, 0.655613], [-0.339239, -0.988031, -0.610464], [0.960312, 3.771869, 1.650881], [1.331582, 1.156700, -2.278419], [-1.126324, 0.369711, -1.905074], [0.254387, 3.382941, 1.045359], [1.246195, 1.688928, -1.481780], [-1.041194, -1.610742, -0.907424], [-0.488584, -1.202010, 1.633936], [0.248996, -1.386991, 0.719087], [0.515581, -1.089923, -1.245812], [0.180096, 1.534769, -0.726530], [1.496889, 0.054936, 1.943867], [-1.777151, 0.524763, -0.296548], [-0.844261, 0.434388, -0.857874]], "forces_ev_per_angstrom": [[1.2, 1.5, 1.4], [-0.2, -1.1, 0.9], [-0.3, 1.5, 0.8], [0.1, 0.0, 0.2], [3.6, 3.3, 1.2], [0.0, -0.7, 0.4], [-0.3, -1.8, -2.1], [-0.2, 0.5, -0.3], [-0.9, -0.4, -1.6], [-0.3, 2.7, 1.7], [-3.3, -3.2, -1.3], [1.4, -0.4, -1.8], [-0.8, 0.6, 2.3], [0.5, -0.4, -1.0], [-0.5, -0.8, 0.0], [0.2, -1.1, -1.0], [0.2, 0.7, 0.2], [-0.3, -0.8, 0.1]], "nbo_charge": [0.48, 0.22, -0.34, 0.23, -0.38, 0.42, 0.34, 0.22, -0.61, -0.65, 0.20, 0.21, -0.49, 0.20, -0.01, 0.19, 0.22, -0.44]}

---

No. 2
{"formula": "C6H9INPS", "method": "ωB97M-V/def2-TZVPD", "homo_lumo_gap_ev": 6.55, "homo_energy_ev": -7.782, "smiles": "CCC1=PC(=S)CCN1I", "total_charge": 0, "species": ["P", "N", "C", "H", "C", "H", "H", "H", "C", "H", "H", "C", "I", "S", "H", "H", "H", "C", "C"], "xyz": [[1.700920, -0.321437, 0.847304], [-0.696100, 0.650643, 0.030518], [0.078460, 1.826208, -0.258264], [-0.131520, -2.363347, 1.651849], [-0.844317, -1.620433, 0.975703], [1.325400, 0.897320, -1.910333], [1.940083, 2.661731, -1.166256], [-2.281974, -3.057485, 0.034376], [-1.473374, -2.365469, -0.188278], [-1.653830, -1.415583, 1.551604], [-0.657346, -2.957299, -0.592950], [2.393085, 1.119049, 0.043558], [-2.740146, 0.991748, 0.116354], [3.911758, 1.585126, 0.135573], [0.180528, 2.405880, 0.749344], [-1.779428, -1.719243, -0.889390], [-0.649057, 2.368222, -0.774683], [-0.070967, -0.350559, 0.638080], [1.447829, 1.664930, -0.994107]], "forces_ev_per_angstrom": [[-0.4, -1.5, 1.4], [-0.1, -0.8, 0.1], [0.4, 1.6, 1.4], [-1.7, 2.0, -1.8], [3.4, -2.0, 1.0], [0.5, 2.1, 1.9], [-1.2, -0.7, -0.9], [0.0, 0.2, 0.5], [2.5, -2.5, 1.4], [-2.1, 1.2, 2.4], [-0.1, -0.2, -0.6], [-1.8, -1.3, -0.9], [0.4, -0.2, 0.1], [1.1, 0.3, 0.4], [0.4, -0.9, -1.5], [-1.3, 2.3, -2.7], [-0.3, 1.6, -1.4], [1.0, -0.8, -0.6], [-0.7, -0.4, -0.1]], "nbo_charge": [0.43, -0.53, -0.23, 0.23, -0.45, 0.25, 0.25, 0.22, -0.60, 0.22, 0.21, -0.47, 0.32, 0.06, 0.20, 0.20, 0.21, -0.02, -0.51]}

---

No. 3
{"formula": "C6H9ISi2", "method": "ωB97M-V/def2-TZVPD", "homo_lumo_gap_ev": 7.58, "homo_energy_ev": -8.670, "total_charge": 0, "species": ["H", "H", "H", "H", "H", "Si", "H", "C", "H", "I", "H", "C", "H", "C", "Si", "C", "C", "C"], "xyz": [[-2.356705, 1.278327, -1.082010], [-1.089322, -1.764182, 0.082231], [0.387195, -3.195127, 1.299409], [-1.585695, -4.092392, 0.281141], [-0.462520, 0.068340, -2.080273], [-0.515169, -3.106190, 0.160143], [-2.007256, 2.674574, 0.924202], [1.140340, 1.525233, 0.504332], [0.240817, 2.853013, 1.921070], [3.391414, -1.344374, 0.514293], [0.216471, -3.372153, -1.081545], [-1.374842, 1.354864, -0.638176], [2.116893, 1.592257, 0.966787], [0.957860, 0.725574, -0.621658], [2.345451, -0.239557, -1.491548], [-0.310512, 0.672957, -1.195612], [0.083878, 2.231309, 1.050410], [-1.178290, 2.137530, 0.486806]], "forces_ev_per_angstrom": [[-0.1, 0.0, 0.0], [-0.1, 0.2, 0.0], [0.2, -0.1, 0.3], [-0.2, -0.2, 0.1], [-0.1, 0.0, -0.1], [0.0, 0.0, -0.1], [-0.1, 0.0, 0.0], [0.0, 0.1, 0.2], [0.0, 0.0, 0.0], [-0.1, 0.2, -0.2], [0.2, 0.0, -0.2], [-0.2, 0.0, 0.0], [0.0, 0.0, 0.1], [0.5, -0.2, -0.1], [-0.2, -0.1, 0.3], [0.2, -0.1, -0.2], [0.1, 0.1, 0.1], [-0.1, 0.0, 0.0]], "nbo_charge": [0.22, -0.16, -0.15, -0.15, 0.21, 0.62, 0.22, -0.19, 0.22, -0.33, -0.16, -0.22, 0.22, -0.61, 0.86, -0.20, -0.21, -0.19]}

---

No. 4
{"formula": "C6H9N", "method": "ωB97M-V/def2-TZVPD", "homo_lumo_gap_ev": 9.20, "homo_energy_ev": -8.270, "total_charge": 0, "species": ["H", "C", "C", "N", "H", "H", "H", "H", "H", "H", "C", "C", "H", "H", "C", "C"], "xyz": [[2.781811, 0.621771, -0.028246], [-0.170660, -0.034062, 0.939020], [-1.356501, -1.784716, -0.387561], [0.012768, 1.029303, -1.002304], [-0.508397, -1.967070, -1.051920], [-1.284830, -2.459998, 0.471321], [0.005722, -0.444007, 1.923214], [0.476942, 1.593443, -1.705363], [2.282511, 1.176081, 1.571036], [-2.335321, -0.126408, 0.561782], [2.044325, 1.226356, 0.505988], [-1.204800, 0.527137, -1.176601], [2.174865, 2.259609, 0.168170], [-2.257612, -2.013636, -0.954172], [0.666490, 0.725698, 0.237395], [-1.370385, -0.313413, 0.081868]], "forces_ev_per_angstrom": [[0.0, 0.0, 0.0], [0.1, 0.1, 0.0], [-0.1, -0.1, 0.0], [-0.2, 0.0, -0.3], [0.0, 0.0, 0.1], [0.0, 0.1, -0.2], [0.1, 0.0, -0.1], [-0.2, -0.1, 0.1], [-0.1, 0.0, -0.2], [0.1, 0.1, 0.0], [0.1, 0.0, 0.0], [0.5, 0.0, 0.2], [-0.1, -0.1, 0.1], [0.0, 0.0, 0.0], [-0.1, 0.0, 0.2], [-0.1, -0.1, -0.2]], "nbo_charge": [0.23, -0.23, -0.58, -0.58, 0.21, 0.21, 0.22, 0.40, 0.23, 0.24, -0.65, 0.12, 0.22, 0.22, 0.13, -0.39]}

---

No. 5
{"formula": "C6H9N", "method": "ωB97M-V/def2-TZVPD", "homo_lumo_gap_ev": 8.90, "homo_energy_ev": -8.182, "smiles": "[H]/N=C(\\C)C=C=CC", "total_charge": 0, "species": ["C", "H", "H", "H", "H", "H", "H", "H", "H", "N", "C", "H", "C", "C", "C", "C"], "xyz": [[-0.608001, -0.692607, -1.090887], [-0.158883, -2.449381, -2.258992], [1.067638, -0.351347, 2.414966], [0.072481, -0.911329, -3.103357], [1.290712, 2.100547, 3.104258], [1.412023, -1.478506, -0.495706], [0.915225, 2.490473, 1.402783], [-1.574746, -1.510028, -2.809148], [-2.183483, 0.262589, -1.506017], [-1.470657, 0.200089, -0.780786], [0.579819, 1.946440, 2.292308], [-0.373069, 2.388709, 2.610066], [0.466101, 0.477593, 1.994213], [-0.569292, -1.444573, -2.390470], [0.552604, -0.110724, 0.845265], [0.551193, -0.881784, -0.212993]], "forces_ev_per_angstrom": [[-0.2, 0.0, -0.1], [-0.1, 0.1, 0.0], [-0.9, 0.1, 2.0], [-0.1, -0.1, 0.1], [0.0, 0.1, -0.1], [0.1, 0.5, -0.3], [0.0, 0.0, 0.2], [0.1, 0.0, -0.1], [-0.1, -0.1, 0.1], [0.0, -0.3, -0.3], [0.2, 0.1, 0.1], [0.1, -0.3, -0.1], [1.2, -0.2, -0.6], [-0.2, -0.1, -0.2], [-0.1, 0.4, -0.4], [0.0, 0.1, -0.2]], "nbo_charge": [0.30, 0.22, 0.28, 0.23, 0.22, 0.24, 0.22, 0.22, 0.33, -0.65, -0.63, 0.23, -0.34, -0.68, 0.29, -0.47]}

---

No. 6
{"formula": "C6H9N", "method": "ωB97M-V/def2-TZVPD", "homo_lumo_gap_ev": 8.77, "homo_energy_ev": -7.720, "smiles": "Cc1ccc(C)[nH]1", "total_charge": 0, "species": ["H", "C", "H", "H", "H", "H", "C", "C", "N", "C", "C", "H", "H", "C", "H", "H"], "xyz": [[-0.077654, -1.502430, -0.762118], [-0.622253, 1.409743, 0.226765], [2.763204, -0.884945, 0.959674], [2.379446, -1.650549, -0.576886], [-1.222743, 2.282710, 0.443826], [1.496214, 2.164976, 0.270601], [-1.118493, 0.153414, 0.003673], [0.802764, 1.343258, 0.145012], [-0.035231, -0.676073, -0.187299], [1.140991, 0.040264, -0.104721], [2.452405, -0.680231, -0.074013], [3.252730, -0.109584, -0.550598], [-2.990925, -0.403434, -0.955372], [-2.519734, -0.371574, 0.033095], [-3.137615, 0.266104, 0.671248], [-2.563108, -1.381650, 0.457119]], "forces_ev_per_angstrom": [[-0.1, -0.2, 0.4], [-0.2, 0.0, 0.0], [-0.1, 0.1, -0.2], [0.0, 0.1, 0.0], [0.1, -0.1, 0.0], [-0.1, -0.1, 0.1], [0.0, 0.1, 0.0], [0.1, 0.0, 0.0], [0.1, -0.1, -0.2], [0.0, 0.2, 0.1], [0.1, 0.0, -0.1], [-0.1, 0.0, 0.0], [0.1, 0.0, 0.1], [-0.1, 0.0, 0.0], [0.1, 0.0, -0.1], [0.1, 0.2, -0.1]], "nbo_charge": [0.40, -0.29, 0.22, 0.21, 0.21, 0.22, 0.12, -0.30, -0.52, 0.12, -0.64, 0.22, 0.21, -0.64, 0.23, 0.22]}

---

No. 7
{"formula": "C6H9N", "method": "ωB97M-V/def2-TZVPD", "homo_lumo_gap_ev": [7.06, 8.79], "homo_energy_ev": [-6.673, -7.894], "total_charge": 0, "species": ["H", "N", "H", "C", "H", "H", "H", "H", "C", "C", "H", "H", "C", "C", "C", "H"], "xyz": [[1.742608, -1.028675, 1.003252], [1.119541, -0.350803, -0.962006], [-0.848380, -2.137427, -0.227386], [-1.013988, -1.063443, -0.390715], [-1.143501, 1.581639, 1.803044], [-0.431670, -0.117302, -2.401670], [-2.082736, -0.895702, -0.562203], [-0.533638, -0.829892, 1.836606], [-0.160528, -0.449041, -1.406104], [-0.445599, -0.296092, 0.877683], [-1.567385, 1.394948, 0.013181], [2.709878, 0.994989, -0.371194], [-1.049939, 1.011053, 0.882603], [1.640364, 0.831381, -0.274515], [1.093900, -0.343745, 0.464238], [0.971076, 1.698106, -0.284814]], "forces_ev_per_angstrom": [[-0.1, 0.1, -0.1], [1.1, -0.3, -0.2], [0.0, 0.0, -0.2], [-0.3, 0.0, 0.8], [0.1, 0.0, -0.2], [0.0, -0.1, 0.2], [0.1, 0.0, 0.1], [-0.2, 0.1, -0.2], [-0.6, 0.1, -1.1], [0.7, -1.1, -0.4], [0.1, -0.1, 0.0], [-0.2, 0.0, 0.0], [-0.5, 0.9, 0.6], [-0.3, 0.3, 0.1], [-0.4, 0.3, 0.7], [0.4, -0.1, 0.0]], "nbo_charge": [0.21, -0.39, 0.22, -0.46, 0.18, 0.20, 0.22, 0.22, -0.02, -0.31, 0.18, 0.21, -0.36, -0.24, -0.07, 0.21]}